(1)
Entry from OMol25: a structure of composition C28H25F5NNiO in a non-equilibrium geometry (the ωB97M-V functional and the def2-TZVPD basis).

The geometry in XYZ format:
```
61
Properties=species:S:1:pos:R:3:forces:R:3
Ni 0.9699 -0.5259 -0.6595 0.4 -0.9 0.4
F 5.6881 -2.5350 -0.2567 0.3 -0.3 0.3
F 0.7479 -2.5431 2.0799 0.7 0.1 -0.5
F 5.0447 -4.3496 1.7284 0.5 -0.3 0.3
F 2.5608 -4.2531 2.9137 0.3 -0.1 0.0
F 3.9025 -0.7744 -1.0763 -0.1 -0.5 -0.1
O 2.6707 1.4585 -1.0482 -2.5 1.4 -0.3
N 0.7180 2.0674 -2.2474 0.7 0.7 -0.6
C -3.9073 0.4127 -3.4160 0.2 0.3 0.1
C 0.1926 2.2998 1.3860 -0.1 -0.1 -0.4
C -1.1199 0.7246 -3.2284 -0.8 0.1 0.1
C 4.1508 -3.4347 1.3415 -0.1 0.0 -0.2
C -2.0359 -2.7924 0.6950 0.4 0.4 -0.4
C 2.1884 -1.6846 0.3313 0.9 -0.1 0.0
C -3.0508 -0.6228 -3.8146 -0.2 0.3 0.0
C 4.4755 -2.5486 0.3263 -0.6 0.6 -0.4
C -0.7801 -1.4946 -0.7818 -1.6 -1.2 1.0
C 0.5670 1.3859 0.1595 -0.1 0.1 -0.1
C 2.8885 -3.4202 1.9088 -0.5 0.6 -0.4
C -3.3654 1.6098 -2.9179 0.3 -0.5 -0.4
C -1.6659 -0.4644 -3.7242 -0.3 0.3 0.0
C 0.4785 -0.3302 4.0500 2.9 1.9 -1.7
C -1.0699 3.1008 1.0644 -0.3 0.3 0.1
C 1.3519 3.2150 1.7685 0.4 0.3 0.1
C 1.4452 1.7123 -1.0729 1.2 -1.0 1.3
C 1.9344 -2.5362 1.4023 0.3 0.1 0.2
C -0.8638 -2.7654 -0.0467 -0.4 0.8 -0.9
C -1.9776 1.7635 -2.8321 -0.1 -0.4 -0.3
C 0.3667 0.8862 -3.0825 0.3 0.6 0.2
C 1.0334 0.6420 3.1582 -0.2 -2.1 2.8
C -0.0466 1.2659 2.4600 -1.5 -0.4 0.0
C 3.5023 -1.6695 -0.1363 -0.3 -0.8 0.9
C -1.2487 0.6111 2.8493 0.0 0.2 0.5
C -0.9221 -0.3590 3.8399 -1.1 1.0 -1.3
C -2.0141 -0.7957 -0.4437 0.0 -0.6 0.1
C -2.7539 -1.5646 0.4606 0.9 0.2 -0.8
H -4.9985 0.3012 -3.5020 0.6 0.0 0.1
H 2.3045 2.6783 1.6990 -0.1 0.1 0.1
H 1.4241 4.0834 1.0971 -0.1 -0.3 0.0
H -2.3533 -3.5864 1.3590 0.1 0.0 0.0
H -0.8543 3.9253 0.3730 0.1 -0.2 0.0
H -1.6039 -1.0455 4.3297 0.0 0.2 -0.2
H 1.2570 3.6056 2.7933 -0.1 -0.2 -0.3
H -2.2833 0.1704 -0.8627 -0.2 -0.2 0.2
H -0.2785 -1.4380 -1.7649 -0.4 -0.4 -0.1
H 0.8343 -0.0029 -2.6012 -0.2 0.1 -0.7
H 2.0712 0.9524 3.0935 -0.2 -0.3 0.0
H 1.0730 -0.9558 4.7105 -0.3 0.1 -0.1
H -1.5123 3.5487 1.9673 0.2 -0.1 -0.1
H -3.7091 -1.2900 0.8941 0.1 0.0 0.0
H -3.4817 -1.5567 -4.1955 0.3 0.4 0.2
H -1.8404 2.4753 0.5998 0.1 0.0 0.1
H -1.5305 2.6813 -2.4510 -0.2 -0.3 0.0
H -1.0154 -1.2815 -4.0276 -0.1 0.1 0.1
H -0.4245 1.0271 -0.1968 0.5 0.3 0.0
H -2.2534 0.8457 2.4870 0.5 -0.2 0.1
H -4.0094 2.4284 -2.6051 0.0 -0.2 -0.1
H 0.8141 1.0196 -4.0790 0.1 -0.2 0.3
H 1.2739 2.7362 -2.7876 -0.1 -0.5 0.2
H -0.0848 -3.5138 -0.1204 -0.2 -0.1 0.1
H 1.1253 0.5000 0.6522 -0.4 1.0 0.2
```
Forces are in eV/Å.

relative energy (zero: lowest compared OMol25 entry of this formula, charge and spin) = 15.6 kJ/mol
net charge = -1
multiplicity = 3
frontier orbital gap (alpha / beta) = 6.3615 / 4.8930 eV
HOMO level (alpha / beta) = -3.636 / -3.779 eV
E = -87604.5615 eV



(2)
Entry from OMol25: a structure of composition C28H25FN5O4SeZn (the ωB97M-V functional and the def2-TZVPD basis).

The geometry in XYZ format:
```
65
Properties=species:S:1:pos:R:3:forces:R:3
Se -1.3246 -1.8852 -2.8941 0.0 0.0 0.0
Zn -1.8081 -0.2387 -0.1133 0.0 0.0 -0.1
F 3.9441 -3.2077 2.2733 0.0 0.0 0.0
O -0.2252 2.7356 -1.8743 0.0 0.0 0.1
O -1.2519 0.7613 -1.7163 -0.1 0.0 0.1
O 0.0835 -0.7779 0.3883 0.0 0.0 0.0
O -3.8626 -0.2879 0.2341 0.0 0.0 0.0
N -2.0540 -1.9795 -1.2618 0.0 0.0 0.0
N -1.7219 1.3564 1.3348 0.0 0.0 0.0
N -4.6420 1.8358 0.2490 0.0 0.0 0.0
N -1.7134 -3.5625 -3.2506 0.0 0.0 0.0
N 3.4082 1.1638 -0.9891 0.0 0.0 0.0
C 6.0839 0.2870 -0.3220 0.0 0.0 0.0
C 4.8087 3.0759 -0.3462 0.0 0.0 0.0
C 3.5617 0.0546 -0.1675 0.0 0.0 0.0
C -2.3403 -4.0827 -2.2139 0.0 0.0 0.0
C 1.0803 -0.1706 -0.1032 0.0 0.0 0.0
C -1.4671 3.5016 3.0616 0.0 0.0 0.0
C 2.1904 1.5628 -1.3461 0.0 0.0 0.0
C 4.5779 1.9829 -1.3810 0.0 0.0 0.0
C 3.7949 -2.1407 1.4763 0.0 0.0 0.0
C -0.2423 1.5605 -1.5546 0.1 0.0 -0.2
C 1.0187 0.9426 -0.9843 0.0 0.0 0.1
C -3.6275 -4.9528 0.1026 0.0 0.0 0.0
C -3.3688 2.4883 -0.0543 0.0 0.0 0.0
C -0.8990 1.2942 2.3852 0.0 0.0 0.0
C 4.9436 -1.4992 1.0170 0.0 0.0 0.0
C 2.4153 -0.6107 0.2888 0.0 0.0 0.0
C -4.8026 0.5129 0.3489 0.0 0.0 0.0
C -2.4295 2.4756 1.1279 0.0 0.0 0.0
C -2.5347 -3.1975 -1.0908 0.0 0.1 0.0
C -0.7466 2.3388 3.2770 0.0 0.0 0.0
C 5.7753 1.0682 -1.5908 0.0 0.0 0.0
C -2.8134 -5.4326 -2.1411 0.0 0.0 0.0
C 2.5429 -1.7251 1.1301 0.0 0.0 0.0
C -3.2006 -3.6685 0.0819 0.0 0.0 0.0
C -6.1981 0.0093 0.5734 0.0 0.0 0.0
C -2.3183 3.5693 1.9710 0.0 0.0 0.0
C -3.4333 -5.8401 -1.0112 0.0 0.0 0.0
C 4.8480 -0.4005 0.1951 0.0 0.0 0.0
H 5.5564 0.3774 -2.4081 0.0 0.0 0.0
H -2.6616 -6.0866 -2.9880 0.0 0.0 0.0
H 4.3085 2.4390 -2.3343 0.0 0.0 0.0
H -3.3564 -2.9964 0.9146 0.0 0.0 0.0
H 5.6737 3.6773 -0.6252 0.0 0.0 0.0
H 5.9119 -1.8864 1.3075 0.0 0.0 0.0
H -6.1550 -0.9308 1.1158 0.0 0.0 0.0
H 3.9415 3.7331 -0.2839 0.0 0.0 0.0
H -6.6591 -0.1773 -0.3979 0.0 0.0 0.0
H 4.9853 2.6550 0.6438 0.0 0.0 0.0
H -3.5914 3.5155 -0.3338 0.0 0.0 0.0
H 6.4780 0.9559 0.4476 0.0 0.0 0.0
H -4.1340 -5.3331 0.9798 0.0 0.0 0.0
H 2.1312 2.4488 -1.9662 0.0 0.0 0.0
H -3.7975 -6.8552 -0.9308 0.0 0.0 0.0
H -0.0716 2.2391 4.1144 0.0 0.0 0.0
H -0.3415 0.3731 2.4942 0.0 0.0 0.0
H -5.4558 2.4143 0.3715 0.0 0.0 0.0
H -2.8993 2.0121 -0.9175 0.0 0.0 0.0
H -2.8876 4.4654 1.7655 0.0 0.0 0.0
H -6.8133 0.7238 1.1172 0.0 0.0 0.0
H 6.6314 1.6712 -1.8926 0.0 0.0 0.0
H 6.8592 -0.4553 -0.5103 0.0 0.0 0.0
H 1.6605 -2.2422 1.4761 0.0 0.0 0.0
H -1.3652 4.3455 3.7305 0.0 0.0 0.0
```
Forces are in eV/Å.

relative energy (zero: lowest compared OMol25 entry of this formula, charge and spin) = 0.0 kJ/mol
net charge = +1
frontier orbital gap = 7.8766 eV
HOMO level = -10.976 eV
E = -161563.0867 eV



(3)
Entry from OMol25: the molecule C28H25NO in a non-equilibrium geometry (the ωB97M-V functional and the def2-TZVPD basis).

The geometry in XYZ format:
```
55
Properties=species:S:1:pos:R:3:forces:R:3
O -1.4461 0.1731 0.2501 2.2 1.8 -0.3
N 4.2626 3.6678 -0.1801 0.2 0.6 -0.8
C 4.1916 4.9958 0.3842 -0.3 -0.1 0.3
C -5.3932 -1.1362 -0.0251 0.7 -0.9 0.0
C 1.1268 1.7170 -0.8207 0.1 0.6 -0.3
C 0.0020 -0.3581 0.1303 0.0 0.4 0.1
C -3.0164 -1.6787 -0.0163 -0.2 0.4 0.2
C 0.2879 -2.2557 3.4634 -0.5 0.0 -0.7
C 0.1648 -1.2484 -1.1535 0.2 0.1 1.9
C 0.0476 -2.5866 -0.7416 -0.7 0.0 -0.2
C -3.7615 0.6439 -0.0194 -0.1 -1.1 0.2
C 0.4453 -0.9499 -2.4568 -0.2 -0.8 -1.1
C 2.2587 0.7837 1.0640 -1.0 -0.3 -0.4
C -0.0807 -3.2658 -3.0325 0.0 -0.5 0.3
C -6.3505 1.0627 -0.0383 -0.8 1.4 0.0
C 2.1414 2.6787 -0.9393 -0.2 -0.1 0.3
C -2.6963 -0.3169 0.0662 -0.9 -0.4 -0.6
C 0.3488 -1.1421 2.5956 0.0 -0.5 1.2
C 0.0836 -1.3417 1.2704 1.0 -0.8 -1.4
C 5.6165 3.3119 -0.5565 -0.2 -0.2 0.3
C -5.1196 0.2038 -0.0362 1.4 1.2 0.0
C -0.0250 -3.5248 2.9667 0.2 -0.1 -0.2
C -0.1384 -3.6015 -1.6748 0.2 0.9 0.4
C 1.1081 0.7930 0.2076 -0.2 -1.0 -0.1
C 3.2236 2.7182 -0.0638 -0.1 -0.5 0.4
C 3.2689 1.7296 0.9300 -0.6 0.0 -0.1
C -0.0953 -3.7475 1.5874 -0.1 0.8 -0.6
C 0.2880 -1.9924 -3.4170 0.0 0.9 0.6
C -4.3552 -2.0518 -0.0257 -0.1 -0.4 -0.1
C 0.0166 -2.6397 0.7361 -0.4 -0.6 0.7
H -6.4248 -1.4346 -0.0196 -0.2 -0.4 0.0
H 4.0682 1.7357 1.6559 0.2 -0.1 -0.1
H 0.4115 -2.1171 4.5248 0.1 0.0 0.1
H -2.2540 -2.4433 -0.0303 -0.1 0.2 0.1
H -0.3009 -4.0360 -3.7688 0.1 0.2 0.0
H -6.9941 0.8138 0.8248 0.5 0.2 -0.1
H 6.2793 3.2906 0.3251 0.0 -0.1 -0.1
H -6.2193 2.1792 -0.0366 0.2 -1.1 0.0
H 0.8125 0.0151 -2.7747 -0.3 0.1 0.0
H 4.8362 5.0694 1.2809 -0.2 0.1 -0.1
H -0.2770 -4.7193 1.1265 0.2 0.1 0.5
H 0.3743 1.6584 -1.6071 -0.1 0.3 0.4
H -4.5956 -3.1083 -0.0225 0.1 0.0 -0.1
H -7.0038 0.8153 -0.8937 0.5 0.2 0.1
H 0.6728 -0.1807 2.9877 -0.6 -0.1 0.0
H -0.3752 -4.5835 -1.3073 0.1 -0.4 -0.2
H 5.6465 2.3370 -1.0462 0.0 0.1 0.1
H 2.0783 3.4251 -1.7078 0.1 0.1 -0.4
H 0.3930 -1.7515 -4.4634 0.1 0.0 -0.1
H 6.0328 4.0645 -1.2443 -0.2 -0.2 0.1
H -0.1826 -4.3703 3.6363 0.2 0.3 0.0
H 2.3765 0.0148 1.8270 -0.1 0.3 -0.2
H -3.4775 1.6903 -0.0602 -0.2 0.0 0.1
H 4.5559 5.7482 -0.3341 -0.2 -0.2 0.1
H 3.1620 5.2458 0.6732 0.3 -0.1 -0.1
```
Forces are in eV/Å.

relative energy (zero: lowest compared OMol25 entry of this formula, charge and spin) = 0.0 kJ/mol
frontier orbital gap = 8.3343 eV
HOMO level = -8.025 eV
SMILES string = Cc1cccc(OC2(c3ccc(N(C)C)cc3)c3ccccc3-c3ccccc32)c1
E = -32977.5235 eV



(4)
Entry from OMol25: a structure of composition C28H26Br4N4O7SV in a non-equilibrium geometry (the ωB97M-V functional and the def2-TZVPD basis).

The geometry in XYZ format:
```
71
Properties=species:S:1:pos:R:3:forces:R:3
Br -2.9796 5.5171 1.7065 0.0 0.0 0.0
Br -0.8274 4.9989 4.1607 0.0 0.0 0.0
Br 1.2292 2.3536 4.0100 -0.1 0.0 0.0
Br -3.0159 3.3993 -0.9021 0.0 0.1 0.0
V 0.4182 -0.0158 -0.3078 0.0 0.0 0.3
S -2.3008 -1.2130 0.9025 0.0 -0.2 0.2
O 0.6963 0.8476 1.3066 0.0 0.7 0.8
O 0.3272 -0.8080 -1.9304 0.3 -0.9 -1.0
O -2.4509 -2.3664 1.7357 0.2 -0.2 0.0
O 1.9048 -1.1732 0.3508 0.4 0.0 0.0
O 0.2136 -2.8727 -2.8800 0.1 0.2 -0.3
O -0.7548 1.2649 -0.4673 -0.8 1.1 0.1
O -2.3331 0.0801 1.5057 0.1 0.4 -0.1
N 3.7234 1.2728 -2.6007 0.1 0.2 -0.1
N 1.9513 1.1272 -1.2959 0.1 0.1 -0.2
N -0.7866 -1.3349 0.1439 -0.7 -0.9 -0.2
N 1.3781 -2.7488 1.9094 -0.3 -0.1 0.1
C 3.6392 3.7486 -3.1111 0.1 0.0 -0.1
C 3.9134 -2.0825 2.8809 -0.1 0.1 0.0
C 1.3383 3.6185 -1.4499 -0.1 0.0 0.1
C 3.2115 2.5622 -2.5295 0.1 -0.2 0.0
C 0.6096 -1.9726 2.9256 0.2 0.0 0.1
C -0.9479 2.1580 0.5187 0.4 -0.4 -0.3
C 1.7487 4.8011 -2.0270 0.1 0.0 0.0
C 2.0889 2.4714 -1.7081 0.0 -0.3 0.1
C -5.0255 -1.8386 -2.6592 -0.1 0.0 -0.1
C 2.2428 -2.0973 1.1261 0.0 0.2 -0.1
C -5.8678 -2.1199 -3.8780 0.0 0.0 0.1
C 1.6027 -1.5909 4.0287 0.1 0.0 -0.1
C -1.8073 4.0553 1.6415 0.1 0.0 0.2
C -5.0177 -2.7340 -1.5887 -0.1 0.0 0.0
C -3.4310 -0.4501 -1.4785 0.0 0.0 0.1
C -0.0191 -2.1260 -1.9878 -0.1 0.0 0.5
C -0.8868 3.8298 2.7000 -0.1 0.0 -0.2
C -3.4295 -1.3665 -0.4330 0.1 -0.2 -0.1
C -4.2350 -0.6929 -2.5783 -0.1 0.0 -0.1
C -1.8403 3.2090 0.5437 -0.3 0.2 -0.2
C 3.6898 -2.3857 1.3656 0.1 0.0 0.1
C -4.2198 -2.5149 -0.4806 0.0 0.1 0.0
C 2.9399 -1.0324 3.4897 0.0 -0.1 -0.1
C -0.6368 -2.5562 -0.6566 0.2 0.5 0.0
C 2.9405 0.4763 -1.8684 -0.1 0.1 0.1
C 2.8868 4.8706 -2.8459 0.0 0.0 0.0
C -0.0112 2.7529 2.6602 0.0 0.0 0.2
C -0.0559 1.9152 1.5557 0.3 -0.4 -0.2
H -4.2510 0.0239 -3.3920 0.0 -0.1 0.0
H 3.1093 -0.5832 -1.7759 0.0 0.0 0.0
H 3.8297 -3.0121 3.4492 0.0 0.0 0.0
H 1.8077 -2.4683 4.6525 0.0 0.0 0.0
H 4.9402 -1.7397 3.0035 0.0 0.0 0.0
H 1.1752 5.7000 -1.8456 0.0 0.0 0.0
H 0.0665 -3.2528 -0.2040 0.0 0.0 0.2
H -5.8356 -1.2940 -4.5878 0.0 0.0 0.0
H -5.6440 -3.6192 -1.6302 0.1 0.1 0.0
H 4.5188 0.9734 -3.1366 0.1 0.0 0.0
H -5.5126 -3.0200 -4.3846 0.0 0.0 0.0
H -0.2053 -2.5919 3.2887 0.0 0.0 0.0
H 0.1855 -1.0935 2.4555 0.1 0.0 0.0
H 1.1306 -0.8470 4.6726 0.0 0.0 0.0
H 3.1768 5.8202 -3.2764 0.0 0.0 0.0
H 3.9339 -3.4228 1.1286 0.0 0.0 0.0
H 0.4608 3.6033 -0.8233 0.0 0.0 0.0
H -2.8250 0.4431 -1.4374 0.1 0.0 0.0
H 4.5197 3.7891 -3.7414 -0.1 0.0 0.0
H -1.5712 -3.0817 -0.8222 -0.1 0.0 0.0
H 3.4537 -0.5364 4.3129 0.0 0.0 0.0
H 4.2868 -1.7362 0.7304 0.0 0.0 0.0
H 1.8191 -3.5438 2.3508 0.1 -0.1 0.1
H -6.9091 -2.2947 -3.5979 0.1 0.0 0.0
H 2.7271 -0.2417 2.7592 0.1 0.0 0.1
H -4.2016 -3.2107 0.3482 0.0 0.0 -0.1
```
Forces are in eV/Å.

net charge = +1
frontier orbital gap (alpha / beta) = 6.3953 / 6.3902 eV
HOMO level (alpha / beta) = -11.209 / -11.209 eV
E = -366440.3155 eV